[1]
3 unconnected molecules or ions with the total composition C27H43N4O10PS2 at a distorted geometry, computed with wB97M-V/def2-TZVPD.

As for the electronic energy: -86082.239 eV. The calculation puts the highest occupied orbital energy (alpha / beta) at -0.3207 / -0.3217 Ha. Its strongest force on any atom is 6.61 eV Å⁻¹. The HOMO-LUMO gap (alpha / beta) comes out at 7.050 / 7.076 eV.

Geometry as ORCA input:
```
! RIJCOSX wB97M-V def2-TZVPD def2/J DEFGRID3
* xyz 0 3
C 5.06 -4.08 -1.34
S 4.61 -4.17 -3.12
O 5.87 -4.21 -3.86
O 3.93 -5.45 -3.36
N 3.69 -2.79 -3.63
C 4.46 -1.62 -3.17
O 5.60 -1.31 -3.39
C 3.56 -0.71 -2.28
C 3.84 0.55 -1.57
O 5.13 1.10 -1.63
N 5.04 2.48 -1.67
O 6.12 2.92 -1.58
C 2.70 1.17 -0.80
C 1.33 0.56 -0.78
C 1.09 -0.73 -1.54
P -0.62 -1.46 -1.52
O -0.91 -2.23 -0.04
O -1.02 -2.41 -2.83
S -1.85 0.07 -1.56
C 2.21 -1.37 -2.27
C 2.31 -2.68 -3.09
O 1.55 -3.57 -3.32
H 6.16 -4.29 -1.23
H 4.51 -4.89 -0.77
H 4.83 -3.09 -0.85
H 2.85 2.11 -0.22
H 0.48 1.02 -0.21
H -1.60 -2.91 -0.22
H -0.59 -1.97 -3.60
C -1.99 6.95 -3.35
C -1.74 5.42 -3.38
C -2.51 4.77 -4.55
C -4.01 4.65 -4.31
C -4.28 3.94 -2.99
C -3.55 4.59 -1.80
N -2.10 4.82 -2.06
O -1.48 3.64 -1.97
C -4.26 5.93 -1.47
C -3.79 3.73 -0.54
C -0.23 5.29 -3.71
H -2.72 7.27 -4.10
H -2.34 7.30 -2.38
H -1.08 7.52 -3.52
H -2.12 3.76 -4.74
H -2.34 5.34 -5.47
H -4.48 5.64 -4.31
H -4.47 4.09 -5.12
H -5.36 3.92 -2.80
H -3.97 2.89 -3.09
H -3.72 6.47 -0.69
H -5.27 5.75 -1.09
H -4.37 6.58 -2.33
H -3.45 2.70 -0.66
H -4.85 3.68 -0.30
H -3.27 4.15 0.33
H 0.38 5.71 -2.91
H 0.00 5.84 -4.63
H 0.08 4.26 -3.88
C -0.61 -1.65 5.49
C -0.27 -2.41 4.18
C -1.42 -3.37 3.80
C -1.48 -4.62 4.66
C -0.12 -5.33 4.67
C 1.03 -4.40 5.08
N 1.04 -3.11 4.32
O 1.50 -3.37 3.10
C 0.92 -4.13 6.60
C 2.36 -5.16 4.94
C -0.24 -1.30 3.11
H -1.55 -1.99 5.94
H 0.17 -1.74 6.25
H -0.70 -0.57 5.34
H -1.31 -3.68 2.75
H -2.38 -2.84 3.86
H -1.79 -4.37 5.68
H -2.24 -5.30 4.27
H -0.17 -6.19 5.34
H 0.06 -5.73 3.66
H 1.67 -3.40 6.93
H 1.10 -5.05 7.17
H -0.06 -3.78 6.91
H 2.53 -5.54 3.93
H 2.38 -6.04 5.60
H 3.21 -4.53 5.21
H 0.57 -0.59 3.29
H -1.18 -0.73 3.11
H -0.12 -1.69 2.09
*
```


[2]
A molecular structure, C27H43N8O6SSbSi3Zr at a distorted geometry, computed with wB97M-V/def2-TZVPD.

As for the electronic energy: -95178.208 eV. The calculation puts the highest occupied orbital energy at -0.3859 Ha. Its strongest force on any atom is 3.42 eV Å⁻¹. The HOMO-LUMO gap comes out at 3.289 eV.

Geometry as ORCA input:
```
! RIJCOSX wB97M-V def2-TZVPD def2/J DEFGRID3
* xyz 2 1
Zr -2.78 -0.32 1.35
O -2.84 2.61 4.70
C -2.51 1.91 3.72
N -3.43 1.40 2.81
C -4.73 1.77 3.04
O -5.24 2.62 3.77
C -5.63 0.98 2.17
C -6.96 1.46 2.00
C -7.83 0.60 1.36
C -7.30 -0.60 0.84
C -5.93 -0.90 0.90
N -5.08 -0.10 1.54
C -1.08 1.51 3.50
C -0.10 2.15 4.27
C 1.22 1.84 4.05
C 1.50 0.81 3.14
C 0.46 0.10 2.57
N -0.80 0.53 2.63
H -7.17 2.41 2.54
H -8.85 0.89 1.11
H -8.01 -1.36 0.51
H -5.47 -1.82 0.49
H -0.45 2.87 4.99
H 1.90 2.41 4.65
H 2.53 0.50 2.97
H 0.68 -0.75 1.97
O -1.65 -5.36 5.89
C -1.00 -4.62 4.93
O 0.06 -5.01 4.51
C -1.70 -3.38 4.45
C -2.63 -2.76 5.24
N -3.33 -1.91 4.48
N -2.78 -1.82 3.22
C -1.72 -2.67 3.23
C -0.82 -2.65 2.07
O 0.21 -3.29 1.92
O -1.36 -1.79 1.11
H -2.61 -5.10 5.92
H -2.86 -2.94 6.29
H -4.24 -1.55 4.66
N -1.59 0.67 -0.25
N -2.80 1.37 -0.49
C -3.72 0.65 -1.18
N -4.79 1.31 -1.64
S -3.46 -1.00 -1.37
H -0.80 1.26 -0.05
H -1.45 -0.05 -0.94
H -2.73 2.40 -0.50
H -4.80 2.34 -1.75
H -5.39 0.76 -2.25
C 5.42 0.86 0.01
Si 4.27 1.90 -1.12
C 2.97 2.94 -0.26
C 5.53 2.52 -2.48
Sb 2.60 0.30 -2.36
Si 2.30 1.42 -4.85
C 2.24 3.27 -4.53
C 3.81 0.59 -5.65
C 0.60 0.61 -5.40
Si 3.53 -2.21 -2.49
C 4.49 -2.48 -4.13
C 2.07 -3.40 -2.39
C 4.94 -2.22 -1.19
H 6.13 1.65 0.44
H 5.91 0.12 -0.58
H 4.92 0.38 0.88
H 3.56 3.65 0.35
H 2.41 2.26 0.43
H 2.29 3.51 -0.94
H 5.07 2.95 -3.40
H 5.99 1.60 -2.73
H 6.17 3.22 -2.03
H 3.19 3.74 -4.44
H 1.63 3.48 -3.67
H 1.78 3.74 -5.36
H 3.87 -0.45 -5.25
H 4.73 1.16 -5.42
H 3.63 0.52 -6.70
H 0.58 0.93 -6.44
H -0.34 0.95 -4.95
H 0.53 -0.51 -5.47
H 3.95 -2.85 -5.04
H 5.28 -3.16 -3.86
H 5.02 -1.59 -4.40
H 2.18 -4.21 -1.68
H 1.80 -3.95 -3.30
H 1.18 -2.84 -2.11
H 4.59 -2.81 -0.28
H 5.20 -1.29 -0.71
H 5.84 -2.71 -1.56
*
```


[3]
A single C27H43NO8 molecule at a distorted geometry, computed with wB97M-V/def2-TZVPD.

As for the electronic energy: -46567.242 eV. The calculation puts the highest occupied orbital energy at -0.3192 Ha. Its strongest force on any atom is 1.01 eV Å⁻¹. The HOMO-LUMO gap comes out at 9.379 eV. As for the structure (SMILES): C=C[C@@]1(C)CC(=O)[C@]2(O)[C@@]3(C)[C@@H](O)CCC(C)(C)[C@@H]3[C@H](OC(=O)CCN(C)C)[C@H](OC(C)=O)[C@@]2(C)O1.

Geometry as ORCA input:
```
! RIJCOSX wB97M-V def2-TZVPD def2/J DEFGRID3
* xyz 0 1
C -2.31 1.20 -5.68
C -2.04 1.41 -4.41
C -2.03 0.36 -3.32
O -1.28 0.96 -2.28
C -0.73 0.18 -1.23
C -1.83 -0.32 -0.29
H -1.47 -0.39 0.73
H -2.22 -1.28 -0.59
H -2.63 0.42 -0.29
C 0.24 1.14 -0.53
H 0.83 1.64 -1.31
C 1.22 0.46 0.44
C 2.01 -0.65 -0.27
H 2.44 -0.12 -1.13
C 3.24 -1.15 0.54
C 2.98 -1.36 2.03
H 2.09 -1.96 2.21
H 2.88 -0.41 2.55
H 3.84 -1.88 2.47
C 4.36 -0.11 0.40
H 4.69 -0.03 -0.64
H 5.21 -0.40 1.01
H 4.03 0.87 0.73
C 3.74 -2.48 -0.07
C 3.43 -2.58 -1.55
H 3.93 -3.44 -2.00
C 1.92 -2.76 -1.75
H 1.66 -3.76 -1.38
O 1.67 -2.74 -3.15
H 0.90 -3.27 -3.34
C 1.08 -1.73 -0.90
C 0.32 -2.55 0.14
H 1.01 -3.22 0.65
H -0.14 -1.92 0.89
H -0.44 -3.15 -0.34
C 0.17 -0.93 -1.88
C -0.84 -1.75 -2.68
O -1.23 -2.86 -2.40
C -1.37 -0.96 -3.84
H -2.10 -1.55 -4.39
H -0.54 -0.68 -4.49
O 1.00 -0.21 -2.78
H 1.53 -0.88 -3.25
H 3.76 -1.69 -2.09
H 3.28 -3.33 0.44
H 4.82 -2.56 0.09
H 1.91 1.24 0.78
O 0.52 0.00 1.60
C 0.48 0.79 2.68
O 0.95 1.89 2.74
C -0.18 0.06 3.83
H -0.77 -0.78 3.45
C -1.07 0.96 4.70
N -2.44 0.97 4.20
C -2.60 1.82 3.04
H -2.47 2.89 3.29
H -3.60 1.67 2.63
H -1.87 1.56 2.28
C -3.39 1.31 5.23
H -3.25 2.33 5.63
H -4.40 1.24 4.81
H -3.31 0.60 6.05
H -1.09 0.56 5.71
H -0.63 1.97 4.73
H 0.63 -0.34 4.44
O -0.49 2.14 0.17
C 0.08 3.35 0.23
O 1.12 3.63 -0.30
C -0.74 4.29 1.07
H -0.44 4.14 2.11
H -0.52 5.32 0.79
H -1.79 4.07 0.97
C -3.49 0.06 -2.93
H -4.08 -0.10 -3.83
H -3.57 -0.82 -2.30
H -3.90 0.92 -2.39
H -1.82 2.40 -4.04
H -2.53 0.23 -6.08
H -2.31 2.01 -6.39
*
```